2 unconnected molecules or ions with the total composition C5H14N2. Source: the Open Molecules 2025 dataset; level of theory: wB97M-V/def2-TZVPD.

XYZ file:
```
21
C5H14N2 | the Open Molecules 2025 dataset | wB97M-V/def2-TZVPD
C -2.33 -0.58 -1.10
C -1.85 0.59 -1.94
C -0.53 1.18 -1.45
H -1.74 -1.47 -1.29
H -3.38 -0.83 -1.25
H -2.26 -0.35 -0.03
H -2.61 1.38 -1.93
H -1.73 0.29 -2.98
H -0.39 2.19 -1.85
H -0.52 1.27 -0.37
H 0.35 0.62 -1.76
C 1.50 -0.86 0.85
C 1.16 0.01 1.80
N -0.11 0.15 2.35
N 2.57 -0.57 -0.07
H 1.00 -1.81 0.73
H 1.86 0.78 2.11
H -0.88 -0.11 1.75
H -0.29 0.97 2.89
H 2.47 -1.07 -0.94
H 3.49 -0.76 0.31
```

The calculation puts the largest force on an atom at 0.95 eV/Å. The HOMO-LUMO gap is 8.5 eV. Its total energy is -308.36717 a.u. For the energy relative to the best compared isomer or geometry (same formula, charge and spin), the calculation gives 1.5207 eV. Its spin multiplicity is 1. The net charge is 0. The structure (SMILES) is N/C=C/N.CCC. Its HOMO energy is -7.4 eV. Its LUMO energy is 1.134 eV.

The Löwdin scheme yields these atomic charges, measured in e: number 1, C, carries -0.12; number 2, C, carries -0.31; number 3, C, carries -0.12; number 4, H, carries 0.07; number 5, H, carries 0.07; number 6, H, carries 0.05; number 7, H, carries 0.10; number 8, H, carries 0.10; number 9, H, carries 0.07; number 10, H, carries 0.05; number 11, H, carries 0.06; number 12, C, carries -0.24; number 13, C, carries -0.23; number 14, N, carries 0.03; number 15, N, carries -0.01; number 16, H, carries 0.10; number 17, H, carries 0.11; number 18, H, carries 0.05; number 19, H, carries 0.08; number 20, H, carries 0.05; number 21, H, carries 0.06